Molecular formula: C4H7N3S
Method: DFT, wB97M-V/def2-TZVPD

## Properties
lowest unoccupied orbital energy: 0.82 eV
molar mass: 129.19 g mol⁻¹
total charge: 0
energy relative to the best compared isomer or geometry (same formula, charge and spin): 102.8 kcal per mole
frontier orbital gap: 9.37 eV
E_tot: -19563.322 eV
E_HOMO: -8.55 eV

Each line ends with the Löwdin charge.
Element x y z (Å)
C: -0.723 -2.473 0.293  0.113
C: -2.311 0.660 -0.443  -0.924
C: 1.405 0.958 1.062  -0.093
C: 1.353 0.193 -0.261  -0.262
N: -0.197 -1.530 -0.179  -0.130
N: -2.277 0.951 -1.606  0.119
N: 0.060 -0.392 -0.518  -0.041
S: -2.749 0.426 1.028  0.694
H: -0.962 -3.482 0.112  0.044
H: 0.723 1.804 1.040  0.066
H: 1.137 0.318 1.901  0.069
H: 2.416 1.325 1.217  0.067
H: 1.541 0.889 -1.082  0.101
H: 2.138 -0.576 -0.267  0.107
H: -1.554 0.928 -2.296  0.070